Entry 1:
Formula: CH5S3
Source: the Open Molecules 2025 dataset
Level of theory: ωB97M-V/def2-TZVPD

## Properties
- E_HOMO (eV) = -2.9
- E_tot (eV) = -33624.6077
- Kohn-Sham gap (Ha) = 0.241
- relative energy (zero: lowest compared OMol25 entry of this formula, charge and spin) (kJ/mol) = 67.2
- LUMO level (hartree) = 0.1331

Structure (ORCA input):
```
! wB97M-V def2-TZVPD RIJCOSX def2/J DEFGRID3
* xyz -1 1
S 1.232 0.475 -0.559
S 0.855 0.047 1.569
S -1.797 2.331 1.330
C 0.905 -1.062 -1.139
H 0.159 -1.101 -1.979
H 1.778 -1.665 -1.510
H 0.311 -1.673 -0.507
H -2.734 1.314 1.414
H -0.709 1.335 1.381
*
```

natural (NBO) population analysis, charges in e, atoms 1 to 2:
1 S 0.041
2 S -0.662



Entry 2:
Formula: C6H10O
Source: the Open Molecules 2025 dataset
Level of theory: ωB97M-V/def2-TZVPD

## Properties
- E_HOMO (eV) = -9.4
- E_tot (eV) = -8428.9290
- Kohn-Sham gap (Ha) = 0.390
- relative energy (zero: lowest compared OMol25 entry of this formula, charge and spin) (kJ/mol) = 223.0
- LUMO level (hartree) = 0.0435

Structure (ORCA input):
```
! wB97M-V def2-TZVPD RIJCOSX def2/J DEFGRID3
* xyz 0 1
O -1.484 -0.505 -0.278
C 0.221 1.012 0.739
C 0.182 0.236 2.026
C 1.497 0.515 1.368
C -1.286 -1.079 -1.572
C -0.393 0.407 -0.505
C 0.211 -0.537 -1.543
H 2.151 1.261 1.814
H 0.567 -1.505 -1.294
H -1.515 -2.163 -1.523
H -1.884 -0.628 -2.364
H 0.045 2.084 0.822
H 0.770 -0.040 -2.352
H 2.012 -0.310 0.884
H -0.218 -0.770 1.950
H -0.791 1.248 -1.105
H -0.085 0.773 2.932
*
```

natural (NBO) population analysis, charges in e, atoms 1 to 2:
1 O -0.530
2 C -0.265



Entry 3:
Formula: C5H12O2
Source: the Open Molecules 2025 dataset
Level of theory: ωB97M-V/def2-TZVPD

## Properties
- E_HOMO (eV) = -9.8
- E_tot (eV) = -9474.1962
- Kohn-Sham gap (Ha) = 0.389
- relative energy (zero: lowest compared OMol25 entry of this formula, charge and spin) (kJ/mol) = 90.6
- LUMO level (hartree) = 0.0283

Structure (ORCA input):
```
! wB97M-V def2-TZVPD RIJCOSX def2/J DEFGRID3
* xyz 0 1
O -1.360 -1.029 -0.279
O -0.174 -0.081 -2.499
C 0.954 0.198 -1.682
C -0.899 0.266 0.123
C 0.608 0.390 -0.187
C 1.469 -0.538 0.687
C -1.242 0.478 1.593
H -0.882 -0.348 2.215
H 2.410 -0.815 0.199
H -0.828 1.418 1.969
H 1.734 -0.032 1.622
H 0.914 1.414 0.070
H 1.684 -0.601 -1.845
H -0.649 -0.815 -2.054
H 1.405 1.119 -2.067
H -2.330 0.505 1.723
H -2.312 -1.074 -0.064
H -1.446 1.008 -0.472
H 0.945 -1.463 0.948
*
```

natural (NBO) population analysis, charges in e, atoms 1 to 2:
1 O -0.749
2 O -0.736